C31H37N5Ti | ωB97M-V with the def2-TZVPD basis set

As for the net charge: -1. As for the spin multiplicity: 2. For the energy above the lowest of the compared OMol25 structures with the same formula, charge and spin, the calculation gives 110.90 kcal/mol. The strongest force on any atom comes out at 8.44 eV/A. The value obtained for the HOMO-LUMO gap (alpha / beta) is 0.12490 / 0.11465 hartree. For the HOMO energy (alpha / beta), the calculation gives -0.942 / -0.660 eV. The calculation puts the LUMO energy (alpha / beta) at 0.0903 / 0.0904 Ha. Its expectation value of S² is 0.766. Its total energy is -63306.65467 eV.

CARTESIAN COORDINATES (ANGSTROEM)
Ti (-0.102, 0.200, 0.429)
N (-4.357, -0.781, 0.115)
N (-0.539, 1.940, 1.830)
C (1.579, -0.090, -1.236)
C (0.409, 0.568, -1.786)
C (-0.609, -0.441, -1.923)
C (-1.973, -0.270, -2.518)
H (-2.129, 0.766, -2.838)
H (-2.790, -0.470, -1.731)
H (-2.149, -0.959, -3.347)
C (-0.088, -1.685, -1.473)
C (-0.827, -2.974, -1.501)
H (-0.747, -3.442, -2.492)
H (-1.897, -2.843, -1.288)
H (-0.427, -3.686, -0.771)
C (1.261, -1.478, -1.052)
C (2.221, -2.543, -0.676)
H (1.732, -3.348, -0.112)
H (3.035, -2.143, -0.061)
H (2.680, -3.005, -1.565)
C (0.330, 1.982, -2.256)
H (0.609, 2.084, -3.317)
H (1.006, 2.629, -1.683)
H (-0.689, 2.374, -2.143)
C (2.923, 0.519, -1.051)
H (3.398, 0.114, -0.147)
H (2.847, 1.605, -0.923)
H (3.606, 0.332, -1.898)
C (-5.177, -1.524, 0.848)
H (-5.896, -2.136, 0.286)
C (-5.119, -1.494, 2.270)
H (-5.872, -2.082, 2.824)
C (-4.151, -0.688, 2.904)
H (-4.165, -0.621, 4.019)
C (-3.201, -0.017, 2.096)
H (-2.438, 0.627, 2.549)
C (-3.269, -0.255, 0.705)
C (-2.445, 0.105, -0.476)
H (-2.545, 1.188, -0.517)
C (0.733, 1.757, 1.590)
C (-0.918, 3.266, 1.900)
H (-1.956, 3.560, 1.840)
C (0.273, 3.948, 2.068)
H (0.409, 4.951, 2.397)
N (1.254, 2.996, 1.920)
C (2.611, 3.126, 1.786)
C (3.054, 4.126, 0.962)
C (4.435, 4.207, 0.818)
H (4.855, 5.048, 0.229)
C (5.265, 3.252, 1.424)
C (6.741, 3.387, 1.318)
H (7.190, 2.394, 1.245)
H (7.151, 3.890, 2.202)
H (6.985, 3.978, 0.434)
C (4.725, 2.173, 2.146)
H (5.385, 1.410, 2.611)
C (3.351, 2.071, 2.317)
C (2.714, 0.939, 3.065)
H (1.896, 1.243, 3.729)
H (3.478, 0.455, 3.693)
H (2.320, 0.139, 2.414)
C (2.113, 5.045, 0.245)
H (1.491, 5.631, 0.936)
H (1.431, 4.539, -0.465)
H (2.716, 5.750, -0.340)
N (0.653, -2.091, 2.516)
C (0.130, -3.075, 3.249)
C (-1.134, -3.348, 2.727)
C (-1.303, -2.452, 1.655)
N (-0.215, -1.616, 1.577)
H (1.586, -1.692, 2.637)
H (0.627, -3.499, 4.108)
H (-1.849, -4.057, 3.064)
H (-2.157, -2.345, 1.016)